Record 1
{"formula": "C48H31Cl3N5O2Sn", "method": "wB97M-V/def2-TZVPD", "species": ["Sn", "C", "C", "C", "C", "C", "C", "C", "C", "C", "C", "C", "N", "C", "C", "C", "C", "C", "C", "C", "C", "C", "C", "C", "C", "C", "N", "C", "C", "C", "C", "C", "C", "C", "C", "C", "C", "C", "C", "N", "C", "C", "N", "C", "C", "C", "C", "C", "C", "H", "H", "H", "H", "H", "H", "H", "H", "H", "H", "H", "H", "H", "H", "H", "H", "H", "H", "H", "H", "H", "H", "H", "H", "H", "H", "H", "H", "C", "C", "O", "O", "H", "H", "H", "Cl", "C", "Cl", "Cl", "C", "N"], "coordinates": [[-0.1083, 0.4454, 0.0690], [-5.5894, 0.1397, -5.3856], [-5.3919, 1.2593, -4.5898], [-4.4031, 1.2557, -3.6170], [-3.6022, 0.1316, -3.4374], [-3.8027, -0.9883, -4.2390], [-4.7943, -0.9841, -5.2092], [-2.5430, 0.1299, -2.3859], [-1.2139, 0.1561, -2.8053], [-0.7753, 0.1587, -4.1699], [0.5794, 0.1116, -4.1658], [1.0080, 0.0984, -2.7991], [-0.1041, 0.1365, -1.9916], [2.3350, 0.0303, -2.3769], [2.7516, 0.0144, -1.0478], [4.1154, -0.0479, -0.6136], [4.1154, -0.0222, 0.7420], [2.7511, 0.0527, 1.1742], [2.3311, 0.0751, 2.5025], [3.3891, 0.0865, 3.5574], [3.6885, -1.0735, 4.2643], [4.6755, -1.0609, 5.2395], [5.3659, 0.1113, 5.5145], [5.0688, 1.2712, 4.8129], [4.0836, 1.2593, 3.8356], [1.0001, 0.0658, 2.9229], [-0.1077, 0.0389, 2.1115], [-1.2189, 0.0303, 2.9207], [-2.5473, 0.0052, 2.4964], [-3.6081, -0.0291, 3.5452], [-4.4181, 1.0838, 3.7518], [-5.4060, 1.0557, 4.7252], [-5.5934, -0.0844, 5.4940], [-4.7887, -1.1969, 5.2908], [-3.7976, -1.1693, 4.3207], [-2.9643, 0.0131, 1.1642], [-4.3236, -0.1053, 0.7275], [-4.3230, -0.0671, -0.6273], [-2.9629, 0.0739, -1.0547], [-2.1583, 0.1097, 0.0564], [-0.7876, 0.0523, 4.2869], [0.5678, 0.0718, 4.2880], [1.9415, 0.0746, 0.0613], [3.3931, -0.0253, -3.4309], [3.8453, 1.1465, -4.0292], [4.8291, 1.0957, -5.0069], [5.3653, -0.1257, -5.3908], [4.9175, -1.2962, -4.7951], [3.9339, -1.2465, -3.8175], [-6.3620, 0.1428, -6.1428], [-6.0066, 2.1389, -4.7272], [-4.2443, 2.1299, -2.9969], [-3.1839, -1.8663, -4.0957], [-4.9475, -1.8601, -5.8255], [-1.4307, 0.1801, -5.0242], [1.2422, 0.0857, -5.0147], [4.9642, -0.1045, -1.2747], [4.9632, -0.0633, 1.4055], [3.1475, -1.9871, 4.0471], [4.9059, -1.9672, 5.7837], [6.1341, 0.1209, 6.2761], [5.6018, 2.1878, 5.0274], [3.8461, 2.1648, 3.2899], [-4.2649, 1.9749, 3.1549], [-6.0270, 1.9270, 4.8850], [-6.3652, -0.1056, 6.2516], [-4.9336, -2.0882, 5.8867], [-3.1700, -2.0375, 4.1573], [-5.1696, -0.2202, 1.3839], [-5.1685, -0.1440, -1.2899], [-1.4468, 0.0623, 5.1383], [1.2273, 0.0969, 5.1393], [3.4278, 2.0997, -3.7267], [5.1770, 2.0109, -5.4671], [6.1315, -0.1650, -6.1534], [5.3333, -2.2502, -5.0914], [3.5818, -2.1594, -3.3516], [1.7185, 3.3150, -0.8665], [0.4562, 3.5129, -0.0591], [0.0912, 4.5815, 0.3397], [-0.2542, 2.4017, 0.2016], [2.1438, 4.2805, -1.1228], [1.5036, 2.7503, -1.7756], [2.4458, 2.7465, -0.2825], [-1.2940, -5.4988, 0.6632], [0.0669, -4.7751, -0.1897], [0.0335, -5.1966, -1.9019], [1.5973, -5.2538, 0.5438], [-0.0497, -3.3116, -0.0813], [-0.1405, -2.1747, -0.0028]], "forces_ev_per_angstrom": [[0.032, -0.174, -0.041], [0.008, 0.000, -0.001], [-0.001, -0.006, 0.001], [0.007, 0.004, -0.004], [0.004, 0.012, 0.025], [-0.012, -0.001, -0.011], [0.001, 0.005, 0.007], [0.001, -0.005, -0.018], [0.026, -0.003, 0.006], [-0.021, -0.020, 0.009], [0.029, 0.000, 0.002], [-0.040, -0.040, -0.008], [0.029, 0.036, -0.102], [-0.002, 0.006, 0.003], [0.009, -0.013, 0.005], [-0.011, 0.010, -0.020], [-0.019, -0.020, 0.023], [0.006, 0.034, -0.010], [0.003, -0.019, 0.024], [-0.020, 0.019, -0.031], [0.006, -0.008, 0.018], [-0.007, 0.009, -0.007], [-0.002, -0.001, 0.001], [-0.011, -0.008, -0.008], [0.017, 0.004, 0.003], [-0.001, -0.026, -0.013], [0.005, 0.053, 0.087], [0.006, 0.012, 0.001], [-0.007, 0.013, 0.008], [0.018, -0.015, -0.013], [-0.004, 0.008, 0.003], [0.007, -0.005, 0.000], [0.003, -0.003, 0.000], [-0.001, 0.008, -0.004], [-0.001, 0.003, 0.001], [-0.012, -0.009, -0.024], [0.015, -0.002, 0.030], [0.013, 0.000, -0.028], [-0.013, 0.013, 0.011], [-0.089, 0.029, 0.015], [-0.010, -0.011, -0.008], [0.014, 0.017, 0.003], [0.094, -0.012, 0.013], [-0.005, 0.031, 0.009], [0.010, -0.002, -0.020], [-0.007, -0.015, 0.011], [-0.005, 0.014, 0.001], [-0.003, -0.004, 0.007], [0.005, -0.016, -0.007], [0.000, 0.001, -0.001], [-0.001, 0.000, -0.001], [-0.001, -0.001, 0.000], [-0.003, 0.001, 0.001], [-0.002, -0.001, 0.000], [-0.004, 0.010, 0.006], [0.003, -0.002, 0.005], [-0.001, -0.006, 0.000], [0.001, 0.002, -0.005], [0.004, 0.000, -0.002], [0.000, 0.000, 0.001], [0.000, 0.000, 0.000], [-0.001, 0.000, 0.001], [-0.001, -0.002, 0.000], [0.000, -0.002, 0.000], [-0.001, -0.001, 0.001], [0.001, 0.000, 0.001], [-0.002, 0.000, 0.000], [-0.002, 0.000, 0.000], [0.002, -0.001, 0.001], [0.003, 0.000, -0.002], [-0.005, -0.006, -0.006], [0.000, 0.003, -0.006], [-0.004, -0.003, 0.003], [0.001, -0.001, -0.001], [0.002, 0.002, 0.001], [0.001, 0.002, -0.004], [-0.001, 0.004, 0.001], [-0.026, -0.017, 0.008], [0.124, -0.105, -0.010], [-0.038, 0.025, -0.001], [-0.126, 0.198, 0.084], [-0.015, 0.005, 0.003], [-0.003, 0.001, -0.017], [0.003, 0.004, 0.005], [-0.035, -0.023, 0.020], [-0.006, 0.146, 0.011], [-0.001, -0.013, -0.043], [0.040, -0.015, 0.019], [-0.013, -0.093, -0.014], [0.042, -0.013, -0.007]], "charge": 1, "gap_ev": 5.8, "e_tot_ha": -3866.766569, "homo_ev": -10.052, "de_lowest_kcal_mol": 8.1}

=====

Record 2
{"formula": "C48H32ClN2O6", "method": "wB97M-V/def2-TZVPD", "species": ["C", "C", "C", "C", "C", "N", "N", "Cl", "C", "H", "H", "H", "H", "H", "H", "H", "H", "C", "C", "C", "C", "C", "C", "C", "O", "C", "C", "C", "C", "C", "C", "C", "O", "H", "H", "H", "H", "H", "H", "H", "H", "C", "C", "C", "C", "C", "C", "C", "O", "C", "C", "C", "C", "C", "C", "C", "O", "H", "H", "H", "H", "H", "H", "H", "H", "C", "C", "C", "C", "C", "C", "C", "O", "C", "C", "C", "C", "C", "C", "C", "O", "H", "H", "H", "H", "H", "H", "H", "H"], "coordinates": [[0.8735, -6.9847, -0.7177], [2.3000, -6.6613, -1.1935], [2.9334, -7.8343, -1.8616], [2.6595, -8.2063, -3.1661], [3.3054, -9.3142, -3.7081], [4.1707, -10.0537, -3.0481], [4.3864, -9.6823, -1.8088], [5.4885, -10.6540, -0.9551], [3.8412, -8.6466, -1.1876], [0.8563, -7.9168, -0.1551], [0.1839, -7.0608, -1.5539], [0.5417, -6.1862, -0.0610], [2.9017, -6.3412, -0.3452], [2.2561, -5.8313, -1.8988], [1.9609, -7.6560, -3.7796], [3.1266, -9.6157, -4.7290], [4.1258, -8.4650, -0.1629], [-0.9113, -2.5055, -5.6585], [-1.2059, -1.1871, -5.9872], [-0.7684, -0.1549, -5.1751], [-0.0408, -0.4361, -4.0266], [0.2437, -1.7599, -3.6873], [-0.1895, -2.7905, -4.5123], [0.9890, -2.0883, -2.4395], [1.2450, -3.2443, -2.1509], [1.4002, -0.9671, -1.5554], [2.0357, -1.2485, -0.3510], [2.4212, -0.2170, 0.4866], [2.1839, 1.1039, 0.1219], [1.5521, 1.3907, -1.0759], [1.1525, 0.3589, -1.9147], [0.4318, 0.6915, -3.1747], [0.2168, 1.8433, -3.4854], [-1.2506, -3.3100, -6.2975], [-1.7773, -0.9663, -6.8788], [-0.9862, 0.8745, -5.4235], [0.0383, -3.8125, -4.2445], [2.2158, -2.2780, -0.0749], [2.9047, -0.4372, 1.4291], [2.4836, 1.9074, 0.7817], [1.3510, 2.4134, -1.3633], [-4.0168, 0.3514, 3.4404], [-2.8959, -0.2746, 2.9056], [-2.4226, 0.0945, 1.6584], [-3.0714, 1.0902, 0.9389], [-4.2054, 1.7103, 1.4701], [-4.6711, 1.3398, 2.7246], [-4.9442, 2.7584, 0.7048], [-5.9268, 3.2950, 1.1670], [-4.4291, 3.1241, -0.6461], [-5.1088, 4.0673, -1.4061], [-4.6243, 4.4307, -2.6531], [-3.4482, 3.8681, -3.1412], [-2.7700, 2.9262, -2.3863], [-3.2667, 2.5401, -1.1497], [-2.5343, 1.4911, -0.3885], [-1.5233, 0.9845, -0.8364], [-4.3808, 0.0657, 4.4182], [-2.3901, -1.0495, 3.4662], [-1.5461, -0.3783, 1.2363], [-5.5449, 1.8307, 3.1298], [-6.0132, 4.5108, -1.0134], [-5.1576, 5.1648, -3.2424], [-3.0583, 4.1712, -4.1037], [-1.8517, 2.4876, -2.7530], [3.2375, 3.2066, 6.8161], [3.0009, 4.5356, 7.1507], [2.2315, 5.3351, 6.3230], [1.6998, 4.8109, 5.1519], [1.9489, 3.4799, 4.8085], [2.7139, 2.6799, 5.6481], [1.4183, 2.9017, 3.5422], [1.6341, 1.7445, 3.2394], [0.6248, 3.7927, 2.6501], [0.1517, 3.2896, 1.4461], [-0.5868, 4.0990, 0.6023], [-0.8712, 5.4130, 0.9573], [-0.4033, 5.9200, 2.1585], [0.3498, 5.1150, 3.0053], [0.8628, 5.6880, 4.2828], [0.6105, 6.8288, 4.6032], [3.8340, 2.5828, 7.4684], [3.4177, 4.9469, 8.0603], [2.0370, 6.3680, 6.5754], [2.8938, 1.6492, 5.3766], [0.3644, 2.2640, 1.1757], [-0.9421, 3.7007, -0.3394], [-1.4587, 6.0382, 0.2978], [-0.6145, 6.9395, 2.4493]], "forces_ev_per_angstrom": [[0.274, 0.003, 0.084], [-0.280, 0.105, 0.018], [-0.049, 0.023, -0.348], [0.035, -0.004, 0.156], [-0.128, 0.100, -0.190], [0.096, 0.003, 0.362], [0.121, -0.270, -0.222], [0.002, -0.004, -0.035], [-0.165, 0.256, 0.138], [-0.076, -0.053, 0.047], [-0.060, -0.038, -0.051], [-0.128, 0.056, -0.035], [0.109, -0.016, 0.015], [0.060, 0.108, 0.017], [-0.026, 0.113, 0.023], [0.056, -0.122, -0.050], [0.124, -0.105, 0.054], [0.003, 0.010, 0.003], [0.006, -0.018, 0.011], [-0.047, -0.023, -0.085], [0.045, -0.030, 0.039], [0.005, 0.041, 0.041], [-0.054, -0.019, -0.078], [0.029, 0.013, 0.070], [0.037, -0.187, -0.015], [-0.051, 0.021, -0.105], [0.024, 0.052, 0.099], [0.021, -0.029, 0.011], [0.147, -0.049, -0.135], [0.109, -0.034, 0.029], [0.057, -0.071, -0.075], [-0.057, 0.120, 0.220], [0.032, 0.004, -0.120], [-0.009, -0.002, -0.007], [0.000, -0.002, -0.011], [0.041, 0.032, 0.047], [0.020, 0.007, 0.062], [-0.016, -0.031, -0.052], [-0.018, 0.038, 0.021], [0.040, -0.086, -0.024], [-0.037, -0.003, -0.057], [0.023, -0.006, -0.017], [-0.019, 0.017, 0.001], [0.046, -0.034, 0.097], [-0.065, 0.062, -0.019], [0.035, -0.014, -0.083], [-0.001, -0.048, 0.091], [-0.051, 0.064, 0.030], [0.001, -0.019, -0.004], [0.023, -0.065, 0.024], [-0.011, 0.072, -0.087], [0.052, -0.001, 0.015], [-0.085, 0.062, 0.123], [0.035, 0.045, -0.256], [0.020, -0.105, 0.072], [0.016, 0.014, 0.024], [-0.059, -0.064, 0.021], [-0.003, -0.004, 0.007], [0.008, 0.002, 0.013], [0.016, 0.043, -0.054], [-0.019, 0.036, -0.055], [0.001, -0.024, 0.062], [-0.008, 0.003, -0.006], [-0.008, -0.009, -0.014], [0.000, -0.034, 0.029], [-0.005, 0.020, 0.002], [0.001, -0.029, -0.015], [0.042, -0.005, 0.088], [-0.013, -0.054, -0.056], [-0.035, 0.046, -0.047], [0.054, -0.012, 0.084], [-0.014, 0.008, 0.027], [0.029, -0.028, -0.009], [0.008, 0.034, 0.103], [-0.123, -0.063, -0.038], [-0.043, 0.011, -0.112], [0.027, -0.040, 0.057], [-0.051, 0.003, -0.064], [0.050, -0.024, 0.008], [-0.028, 0.097, 0.022], [0.013, -0.012, -0.004], [0.007, 0.000, 0.007], [-0.001, -0.002, 0.011], [-0.046, 0.016, -0.051], [-0.026, -0.002, -0.060], [-0.143, 0.078, 0.128], [0.018, 0.051, -0.017], [0.004, 0.003, -0.014], [0.038, 0.004, 0.061]], "charge": 1, "gap_ev": 5.9, "e_tot_ha": -2869.264104, "homo_ev": -10.939}